(1)
A molecular structure, C21H43CrN2OP3. Source: the Open Molecules 2025 dataset; level of theory: the ωB97M-V functional and the def2-TZVPD basis.

Computed properties:
Spin multiplicity: 4
Expectation value of S²: 3.812
E_tot (eV): -83761.94435
Orbital gap (alpha / beta) (Ha): 0.2730 / 0.2256
Max |F| (eV Å⁻¹): 1.9
Charge: +3

Geometry as XYZ:
```
71
Properties=species:S:1:pos:R:3:forces:R:3
Cr 0.002255 -0.342640 0.898731 -1.129 1.300 -0.775
P -1.715538 -2.021347 0.853361 -0.219 0.297 0.337
P 1.445018 -1.031772 2.641743 0.763 -0.217 0.845
P 1.470674 -1.864702 -1.473279 -0.411 0.685 -0.530
H -0.489000 4.555400 -2.681448 -0.542 -0.147 -0.802
C -0.789768 3.924859 -3.544620 0.128 0.623 -0.288
C -2.012550 3.417753 -3.752348 0.400 0.304 -0.481
H -2.925184 3.733430 -3.244058 0.407 -0.460 0.338
C -3.278762 -1.234991 1.318383 -0.130 0.053 0.196
C -1.463271 -3.420976 1.989709 -0.339 -0.340 -0.050
C -2.147478 -2.574672 -0.824504 0.268 -0.195 -0.219
C 2.959116 -0.013080 2.759694 -0.062 0.169 -0.120
C 0.731901 -0.799654 4.306205 -0.209 0.027 -0.093
C 2.096109 -2.740554 2.663607 0.005 -0.443 -0.176
C 1.326427 -2.121068 -3.244964 -0.114 -0.245 -0.453
C 1.635163 -3.401603 -0.543307 -0.030 -0.436 -0.051
C 2.796243 -0.680019 -1.096402 0.038 0.159 0.419
H -0.018546 3.809033 -4.339518 -0.541 -0.165 0.952
H -2.108837 2.737602 -4.600807 -0.413 0.587 0.004
H -3.331413 -0.258066 0.829521 -0.048 -0.100 0.049
H -3.335358 -1.098421 2.402101 -0.110 -0.022 -0.166
H -4.115601 -1.853807 0.969337 0.145 0.142 0.238
H -1.189045 -3.048822 2.984543 -0.144 0.045 -0.223
H -0.651960 -4.075360 1.658537 -0.118 0.040 -0.033
H -2.374706 -4.026700 2.088132 0.227 0.111 -0.031
H -2.136745 -1.676463 -1.464103 -0.093 -0.383 0.263
H -3.159506 -3.002718 -0.833067 0.383 -0.064 -0.033
H -1.416270 -3.302280 -1.202022 -0.293 0.016 -0.017
H 3.635096 -0.406290 3.539331 -0.293 0.191 -0.351
H 2.659775 1.012361 3.017614 0.196 -0.201 -0.042
H 3.473405 0.010301 1.789348 0.038 0.025 0.364
H 1.500371 -1.005712 5.068299 -0.314 0.013 -0.253
H -0.126816 -1.473003 4.437297 0.261 0.178 0.120
H 0.386513 0.238494 4.402974 0.139 -0.287 0.076
H 3.179427 -2.753469 2.850823 -0.352 0.057 0.149
H 1.930363 -3.236178 1.705890 0.052 0.158 0.629
H 1.580947 -3.347172 3.419888 0.199 0.227 -0.060
H 1.741686 -3.103658 -3.515456 -0.050 0.314 0.071
H 1.853755 -1.329863 -3.791014 -0.025 -0.188 0.217
H 0.272990 -2.079014 -3.554594 0.258 -0.143 0.180
H 1.647611 -4.306756 -1.174419 -0.085 0.530 -0.042
H 0.799458 -3.497624 0.160228 0.180 0.025 -0.240
H 2.574664 -3.386748 0.021229 -0.168 0.042 -0.326
H 3.533528 -0.600064 -1.901105 -0.203 -0.179 -0.037
H 3.326742 -0.980366 -0.188720 -0.073 -0.075 -0.107
H 2.374441 0.322751 -0.926015 0.074 -0.329 -0.194
C -0.819619 0.956176 -2.182633 -0.962 -0.769 1.135
C 0.271104 1.876839 -2.007355 0.309 0.071 0.059
C 1.202362 1.974178 -3.013216 0.314 0.085 0.317
C 0.986645 1.287099 -4.225075 0.390 0.162 -0.314
C -0.254631 0.707653 -4.516455 -0.663 -0.194 -0.005
C -1.187860 0.558507 -3.510937 0.346 0.413 -0.357
O -1.431825 0.409420 -1.193500 1.210 0.647 -0.015
H 0.196812 -1.181401 -1.154864 1.126 -0.783 0.007
H 0.284021 2.509263 -1.110325 0.177 -0.553 -0.464
H 2.058867 2.652493 -2.889301 -0.320 -0.465 -0.196
H 1.752503 1.294554 -4.999288 -0.153 0.206 0.128
H -0.516624 0.423532 -5.539583 0.298 -0.080 0.337
H -2.194841 0.176468 -3.643212 0.199 -0.231 -0.128
C -0.811027 4.892538 2.347298 0.150 0.597 0.184
N -1.023451 3.449406 2.270873 -0.116 -0.709 -0.038
C -1.844341 2.713196 3.128291 0.894 -0.023 -0.471
C -1.568740 1.404144 2.889767 0.146 0.055 -0.319
N -0.679240 1.337502 1.827533 0.719 -0.745 -0.044
C -0.337494 2.582590 1.487060 -1.102 0.248 1.444
H -1.770755 5.411373 2.463762 0.271 -0.218 -0.152
H -0.175503 5.141530 3.218453 -0.306 -0.217 -0.475
H -0.314645 5.225591 1.428247 -0.200 -0.031 0.279
H -2.531996 3.152091 3.825151 0.073 0.280 0.114
H -1.862321 0.510466 3.442395 -0.201 0.471 -0.447
H 0.425284 2.868460 0.776161 -0.251 0.081 0.166
```
Forces are in eV/Å.



(2)
A molecular structure, C36H46N7NaO3PS. Source: the Open Molecules 2025 dataset; level of theory: the ωB97M-V functional and the def2-TZVPD basis.

Computed properties:
E_tot (eV): -79192.24445
Orbital gap (Ha): 0.1477
Max |F| (eV Å⁻¹): 4.3
Energy relative to the best compared isomer or geometry (same formula, charge and spin) (eV): 2.145
Charge: -1

Geometry as XYZ:
```
95
Properties=species:S:1:pos:R:3:forces:R:3
Na -0.236416 0.492505 0.859703 0.004 -0.556 -0.308
C -2.016250 3.388635 5.750492 0.723 -1.521 -0.165
C -1.604441 2.053258 5.415288 -0.653 1.617 0.413
C -1.246401 1.793324 4.116994 -0.559 -2.110 -1.262
C -1.461051 2.734396 3.095279 0.577 1.614 1.001
C -2.119790 3.942930 3.426260 0.478 -0.149 -1.825
C -2.303159 4.277197 4.731206 0.202 0.531 1.199
N -0.950448 2.531550 1.816437 -0.842 2.586 -1.888
N -0.936363 3.648675 1.097881 -1.234 -3.172 2.546
C -1.116916 3.388736 -0.249643 1.351 0.844 -2.942
C -1.148037 4.546326 -1.121047 0.188 -1.041 1.940
C -1.290499 4.333712 -2.463810 0.941 -2.156 -0.378
C -1.196772 2.998347 -2.947058 -0.706 1.513 0.917
C -1.107653 1.949943 -2.052367 -0.440 -0.314 0.101
N -1.139299 2.140450 -0.738517 0.249 0.465 0.711
H -2.023691 3.703849 6.786647 -0.420 -0.106 -0.012
H -1.645437 1.253507 6.145618 0.402 0.193 0.076
H -1.020912 0.724929 3.804629 0.165 1.475 0.429
H -2.401742 4.663215 2.633930 0.351 -0.688 0.569
H -2.558090 5.306149 4.955586 -0.355 -0.115 0.139
H -0.972566 5.521625 -0.663425 -0.348 -0.226 -0.210
H -1.258162 5.105138 -3.190219 -0.248 0.821 -0.344
H -1.286872 2.847211 -3.992099 0.180 -0.368 -0.769
H -1.063489 0.904073 -2.365583 0.048 0.357 -0.107
O -5.268836 -3.072089 2.449625 0.851 -1.660 0.522
C -5.406471 -1.948622 1.905471 -0.862 1.144 -1.454
C -6.709326 -1.461994 1.547569 1.040 0.605 -0.112
C -6.843810 -0.208258 0.973187 -2.100 -0.768 0.267
C -5.785900 0.632226 0.670257 1.407 0.230 0.518
C -4.508722 0.199419 1.022524 -0.071 -0.650 -0.274
C -4.326374 -1.119955 1.474955 1.663 0.450 0.285
C -2.912673 -1.664333 1.476752 -0.617 0.430 0.368
O -2.830358 -2.893330 1.966188 0.090 0.027 -0.369
O -1.917413 -1.036513 1.044856 -1.035 -0.859 0.817
H -3.813998 -3.257161 2.210118 0.351 0.952 0.015
H -7.518462 -2.167550 1.657376 -0.310 0.222 0.257
H -7.903013 0.110060 0.832005 0.928 -0.049 -0.376
H -5.893883 1.559609 0.140141 -0.321 0.421 0.189
H -3.584523 0.801560 0.969754 -0.687 -0.211 -0.556
C 2.771778 -0.724126 1.318313 -0.296 1.457 -1.117
N 4.145056 -0.824567 1.712777 0.962 -1.073 -0.328
C 4.687876 0.470094 1.966289 1.519 1.188 -0.172
N 3.974189 1.192815 3.058774 -0.281 -0.027 -1.725
C 2.570828 1.244693 2.609221 -0.406 1.045 0.484
N 1.958430 -0.041831 2.349723 -0.537 -0.968 0.150
C 2.073582 -0.858557 3.566983 0.095 -0.681 -0.515
N 3.451706 -0.980491 3.963182 1.035 0.217 1.625
C 4.282192 -1.586758 2.938389 -1.943 -1.051 -0.144
C 4.005225 0.360835 4.226181 -1.165 -0.416 -0.251
H 2.345965 -1.664369 1.030592 -0.216 -0.807 0.308
H 2.705284 -0.123772 0.384801 0.139 -0.185 0.477
H 4.776332 1.047003 1.019928 -0.652 -0.054 0.619
H 5.739534 0.358481 2.287338 -0.315 -0.078 0.042
H 2.556019 1.760041 1.664318 -0.031 0.605 -0.355
H 1.937727 1.793508 3.352283 0.565 -0.318 -0.427
H 1.674289 -1.869987 3.384861 -0.010 0.354 -0.080
H 1.539406 -0.428208 4.398509 -0.432 0.375 0.211
H 3.876799 -2.630029 2.804432 0.746 0.797 -0.114
H 5.301439 -1.565679 3.292744 0.402 -0.296 -0.087
H 4.995506 0.294087 4.604356 0.968 -0.212 0.378
H 3.370480 0.860710 4.930175 -0.300 0.140 0.884
C -3.133337 -4.304763 -5.007056 -0.888 0.607 -0.495
C -2.794311 -2.849038 -4.615604 -1.381 0.198 -0.519
P -1.301476 -2.572272 -3.649925 1.578 1.538 0.253
C 0.090590 -2.753651 -4.896866 -1.269 1.258 -0.598
C 1.487086 -2.453768 -4.383090 1.045 -0.595 0.217
C -1.065211 -4.022348 -2.544274 -0.677 0.511 -0.536
C -0.679822 -3.490554 -1.155605 -0.563 -0.257 -0.409
H -3.703847 -4.306504 -5.964305 0.099 -0.197 0.754
H -3.719620 -4.779037 -4.203601 0.119 0.083 -0.463
H -2.260592 -4.911539 -5.178200 0.507 -0.173 -0.021
H -3.618517 -2.417640 -3.976902 0.658 -0.525 -0.612
H -2.776713 -2.153168 -5.504310 0.205 -0.750 0.766
H -0.192478 -2.042293 -5.728239 0.311 -0.407 0.868
H 0.001970 -3.710979 -5.364096 0.235 -0.951 -0.305
H 1.544907 -1.708858 -3.585898 -0.290 0.168 -0.145
H 2.158686 -2.116818 -5.191322 -0.333 -0.051 0.208
H 1.987825 -3.355400 -3.966373 -0.448 0.324 -0.187
H -0.358782 -4.726108 -2.973906 0.297 -0.048 0.017
H -2.036948 -4.529833 -2.559749 0.171 -0.112 0.445
H -0.048847 -2.599875 -1.188412 -0.189 0.054 -0.198
H -0.090527 -4.256065 -0.699286 0.167 -0.520 0.923
H -1.605716 -3.270330 -0.598673 0.682 -0.038 0.065
S 1.941926 0.629557 -1.868677 -1.301 -1.029 0.494
C 3.517032 1.032785 -2.348388 1.905 2.315 0.090
C 3.673112 2.421645 -2.750486 0.989 -0.852 -0.002
C 4.932268 2.893968 -3.182003 -1.419 -0.113 0.712
C 5.996182 2.027129 -3.253032 0.753 -1.331 -0.771
C 5.872520 0.678671 -2.838312 0.380 1.434 0.009
C 4.730810 0.228091 -2.259391 -3.195 0.807 -0.314
H 2.798186 3.099728 -2.692887 0.657 -0.626 -0.063
H 5.057092 3.953152 -3.387355 0.000 -0.102 -0.281
H 6.900555 2.284023 -3.801603 0.013 0.281 0.402
H 6.705916 0.018027 -2.917765 0.630 -0.283 -0.035
H 4.578685 -0.742559 -1.821505 0.320 -0.410 -0.061
```
Forces are in eV/Å.



(3)
4 unconnected molecules or ions with the total composition C32H36NO12. Source: the Open Molecules 2025 dataset; level of theory: the ωB97M-V functional and the def2-TZVPD basis.

Computed properties:
E_tot (eV): -59824.83525
Orbital gap (Ha): 0.0606
Max |F| (eV Å⁻¹): 1.3
Charge: -1

Geometry as XYZ:
```
81
Properties=species:S:1:pos:R:3:forces:R:3
C -1.481302 0.480156 2.398597 -0.095 0.125 -0.554
C -0.663707 1.308770 1.401375 0.173 -0.003 0.310
C 0.722718 1.760396 1.932157 -0.908 -0.509 -0.631
C 1.814357 1.757404 0.831604 0.613 1.074 0.227
C 1.882262 3.177715 0.202112 -0.139 -0.416 -0.163
C 3.218653 1.392965 1.306220 -0.568 -0.250 0.292
C 3.318178 0.106526 2.132447 -0.131 0.735 -0.362
C 2.527777 -1.083159 1.607756 0.652 -0.327 0.200
C 2.759821 -1.375711 0.130070 -0.625 -0.050 -0.063
C 2.500813 -2.837765 -0.248668 0.297 0.254 0.102
N 1.268666 -3.017994 -0.990349 -0.663 -0.699 0.015
C 0.849790 -2.323010 -2.083532 0.199 0.493 -0.161
C -0.402073 -2.741026 -2.466304 0.671 -0.470 0.684
C -0.745954 -3.784918 -1.561219 0.011 0.360 -0.312
C 0.294178 -3.927591 -0.677643 -0.480 -0.031 -0.229
H -2.123461 -0.210269 1.854664 -0.273 -0.061 0.003
H -0.828959 -0.135432 3.005970 0.137 -0.051 0.291
H -2.112914 1.102281 3.024505 -0.004 0.040 0.312
H -1.235408 2.185220 1.099649 -0.071 0.066 -0.070
H -0.541113 0.700032 0.508536 0.243 -0.102 -0.221
H 0.588740 2.762448 2.328537 0.317 0.187 0.300
H 0.966345 1.100872 2.758399 0.324 -0.093 0.158
H 1.493104 1.116087 0.014621 -0.236 -0.495 0.053
H 2.817111 3.651263 0.474341 0.157 0.215 0.164
H 1.046776 3.802230 0.514686 -0.119 0.154 0.042
H 1.858932 3.135014 -0.884319 0.046 -0.018 -0.203
H 3.543551 2.230551 1.933047 0.502 0.102 -0.052
H 4.368276 -0.177714 2.205208 0.159 -0.121 0.057
H 2.986360 0.319374 3.158289 -0.040 -0.294 0.293
H 1.469716 -0.974228 1.826704 -0.337 0.095 -0.157
H 2.847279 -1.965243 2.171147 -0.003 -0.109 0.155
H 2.036260 -0.795133 -0.430162 0.098 0.305 -0.218
H 3.735917 -1.033075 -0.190923 0.282 -0.028 0.090
H 3.343054 -3.245902 -0.801932 0.050 -0.096 -0.269
H 2.400520 -3.438087 0.648305 -0.010 -0.163 0.178
H 1.477792 -1.543822 -2.474440 0.011 0.120 -0.137
H -0.987278 -2.340439 -3.259797 -0.238 0.144 -0.296
H -1.669696 -4.329307 -1.563004 -0.142 -0.204 0.107
H 0.341176 -4.622622 0.137907 0.390 0.048 0.261
C -5.069949 -0.748694 -6.859815 -0.069 -0.038 -0.180
C -4.564655 -0.692775 -5.618721 -0.205 0.252 -0.102
C -3.458933 -1.608896 -5.166829 0.140 -0.251 -0.154
O -3.073193 -1.469049 -4.025243 -0.001 -0.020 0.059
C -2.937921 -2.587981 -6.106319 0.069 -0.009 0.147
C -3.445075 -2.642034 -7.344415 0.181 -0.119 0.149
C -4.540919 -1.716039 -7.801736 -0.223 0.316 0.189
O -4.928520 -1.830615 -8.951462 0.077 -0.151 -0.105
O -3.032018 -3.505312 -8.265981 -0.054 0.037 -0.048
O -4.971634 0.160825 -4.692627 0.085 -0.172 -0.005
H -5.861340 -0.094263 -7.196372 0.005 0.017 0.013
H -2.151147 -3.248018 -5.767415 0.007 0.001 -0.023
H -3.562990 -3.319062 -9.063377 -0.040 0.033 -0.036
H -4.420097 -0.020776 -3.899133 0.048 0.114 0.175
C -6.243451 0.450497 -1.253205 0.128 -0.040 -0.110
C -7.250393 0.916092 -0.503646 0.024 -0.181 -0.193
C -7.050422 2.007539 0.513527 0.381 0.243 0.153
O -8.031197 2.377643 1.134510 -0.201 -0.096 -0.033
C -5.718511 2.545462 0.696622 -0.207 0.046 0.075
C -4.704475 2.077990 -0.048193 0.100 0.162 0.232
C -4.912458 1.006518 -1.086635 -0.261 -0.173 -0.019
O -3.942163 0.661210 -1.733815 0.054 0.051 -0.187
O -3.462706 2.514455 0.068828 -0.194 -0.082 -0.179
O -8.495340 0.465735 -0.592315 -0.031 0.044 0.046
H -6.379452 -0.330036 -1.988674 -0.029 -0.002 0.003
H -5.582412 3.315647 1.442091 0.038 0.005 -0.005
H -2.918402 2.007205 -0.565156 0.080 -0.017 0.040
H -9.011222 0.979457 0.058633 -0.003 0.050 0.048
C 7.868956 2.017008 5.073820 0.141 -0.112 0.074
C 6.646011 2.502856 4.783662 0.140 -0.002 -0.029
C 5.414942 1.671078 4.899465 0.015 -0.457 -0.055
O 4.342995 2.199702 4.635182 -0.220 0.380 -0.021
C 5.564558 0.288157 5.308388 -0.105 0.084 -0.010
C 6.785453 -0.194367 5.589878 -0.177 -0.018 -0.050
C 8.012344 0.645690 5.501225 0.027 0.341 -0.115
O 9.086401 0.123340 5.798890 0.038 -0.192 0.057
O 7.005145 -1.457839 5.976742 0.023 -0.067 0.046
O 6.433949 3.750757 4.376549 -0.039 0.083 0.016
H 8.764321 2.617383 4.994169 -0.017 0.032 -0.018
H 4.670649 -0.316857 5.370235 0.010 -0.021 -0.009
H 7.969591 -1.516407 6.109598 0.081 0.058 -0.008
H 5.469419 3.809919 4.224510 -0.068 -0.059 -0.026
```
Forces are in eV/Å.



(4)
2 unconnected molecules or ions with the total composition C6H17NO. Source: the Open Molecules 2025 dataset; level of theory: the ωB97M-V functional and the def2-TZVPD basis.

Computed properties:
SMILES: CN[C@@H](C)C(C)C.O
E_tot (eV): -10032.77399
Orbital gap (Ha): 0.3781
Max |F| (eV Å⁻¹): 6.0
Energy relative to the best compared isomer or geometry (same formula, charge and spin) (eV): 2.808
Charge: 0

Geometry as XYZ:
```
25
Properties=species:S:1:pos:R:3:forces:R:3
C -2.268210 -1.207931 0.886376 1.007 0.064 0.202
N -1.455102 -0.197002 0.052152 1.078 -2.424 -0.808
C -0.052953 -0.094656 0.690202 0.269 0.762 -2.132
C 0.621720 -1.432546 0.914956 -2.347 -2.206 0.358
C 0.936483 0.763638 -0.189891 -1.675 1.463 1.540
C 1.976619 1.186351 0.839449 0.966 -0.122 0.874
C 1.541652 0.276898 -1.443249 -3.035 1.911 -3.775
H -2.360246 -0.639117 1.822747 -0.314 -0.494 -0.021
H -1.822898 -2.263678 1.178021 -0.505 2.126 -1.011
H -3.267187 -1.380754 0.471507 0.308 0.231 -0.075
H -1.355328 -0.541023 -1.008409 0.009 0.587 3.135
H -0.052997 0.453141 1.664254 -0.975 -0.401 -0.889
H 0.289252 -2.143716 0.108943 0.132 0.514 0.702
H 1.666721 -1.575431 0.941298 1.415 0.865 -0.047
H 0.271701 -1.853451 1.888359 0.149 0.023 -0.751
H 0.462359 1.701554 -0.578241 -0.318 -0.558 1.001
H 1.893621 0.924037 1.923270 -0.817 -0.038 -0.879
H 2.932134 0.759813 0.631292 0.938 -0.198 -0.546
H 2.080055 2.241013 0.828246 0.340 1.118 -0.022
H 2.268712 1.042325 -1.908608 -1.580 -1.129 0.418
H 0.703875 -0.232113 -2.235706 1.499 2.562 1.487
H 1.975076 -0.594594 -1.463352 3.507 -4.704 1.149
O -2.223405 1.826620 -2.303782 0.622 0.660 -0.994
H -1.679329 1.474454 -1.612973 0.474 -0.262 0.826
H -3.082329 1.506180 -2.096862 -1.147 -0.350 0.258
```
Forces are in eV/Å.